No. 1
ORCA calculation (ωB97M-V/def2-TZVPD) on one molecule with the formula C3H4N2O2.

Last column: Mulliken charge in e.
Positions of all 11 atoms, in Å:
N -1.76 -0.57 0.01  -0.5322
C -0.55 0.10 0.22  0.5454
C 0.01 1.31 0.37  -0.5582
O 1.39 1.19 0.14  -0.3114
C 1.66 -0.11 -0.18  0.4515
O 2.72 -0.55 -0.55  -0.5602
N 0.48 -0.81 -0.03  -0.1914
H -1.48 -1.17 -0.76  0.2831
H -2.57 -0.04 -0.25  0.2382
H -0.37 2.31 0.50  0.3838
H 0.47 -1.66 0.52  0.2513

Energy relative to the best compared isomer or geometry (same formula, charge and spin)   176.8 kJ/mol
Max |F|   1.00 eV/Å
Frontier orbital gap   9.3 eV
Net charge   0
SMILES string   Nc1coc(=O)[nH]1

***

No. 2
ORCA calculation (ωB97M-V/def2-TZVPD) on a 2-piece molecular cluster, C2H4ClO2 overall.

Last column: Mulliken charge in e.
Positions of all 9 atoms, in Å:
O 1.07 2.18 -0.96  0.0136
O 2.30 2.23 -0.99  -0.0152
C -1.15 -0.55 0.29  -0.7290
C 0.34 -0.60 0.33  -0.3422
Cl 1.18 -1.56 -0.73  -0.1673
H -1.46 0.05 1.16  0.2406
H -1.54 -0.06 -0.61  0.2537
H -1.68 -1.51 0.37  0.3126
H 0.94 -0.19 1.13  0.4331

Multiplicity   4
Energy relative to the best compared isomer or geometry (same formula, charge and spin)   0.0 kJ/mol
Max |F|   2.76 eV/Å
Frontier orbital gap (spin up / spin down)   8.9 / 10.2 eV
⟨S²⟩   3.763
Net charge   0

***

No. 3
ORCA calculation (ωB97M-V/def2-TZVPD) on an isolated ion of composition C3H5N2O and charge +1.

Last column: Mulliken charge in e.
Positions of all 11 atoms, in Å:
C -0.50 -1.54 1.22  -0.4492
N -0.20 -0.26 0.01  0.6423
N -0.88 0.25 -0.90  -0.4618
C -0.15 1.29 -1.36  -0.1563
C 0.99 1.33 -0.61  -0.1029
O 0.93 0.38 0.30  -0.1715
H -0.59 -2.54 0.66  0.2976
H 0.51 -1.37 1.75  0.3118
H -1.49 -1.36 1.76  0.2860
H -0.59 1.90 -2.10  0.4547
H 1.98 1.92 -0.72  0.3493

Energy relative to the best compared isomer or geometry (same formula, charge and spin)   424.7 kJ/mol
Max |F|   5.31 eV/Å
Frontier orbital gap   11.2 eV
Net charge   +1
SMILES string   C[n+]1ncco1

***

No. 4
ORCA calculation (ωB97M-V/def2-TZVPD) on C37H49BN11O3PdS4 as an isolated structure.

Last column: Mulliken charge in e.
Positions of all 106 atoms, in Å:
Pd -0.39 0.69 -0.17  1.3959
C -2.76 -4.24 1.95  -1.5077
C -1.66 -4.68 0.99  1.1389
C -1.98 -4.32 -0.46  -1.4086
C -1.49 -6.19 1.09  -2.1822
N -0.37 -4.02 1.39  0.6755
C 0.76 -4.69 1.80  -0.3482
C 1.70 -3.76 2.07  -1.5036
N 1.17 -2.52 1.81  0.7871
B 2.08 -1.29 1.91  0.1746
N 2.90 -1.09 0.55  0.4141
C 4.19 -0.68 0.60  -1.4421
C 4.66 -0.59 -0.67  -0.1180
N 3.65 -0.94 -1.52  0.5289
C 2.56 -1.27 -0.76  0.1296
S 1.03 -1.82 -1.26  0.0276
C 3.95 -0.97 -3.02  1.1608
C 5.08 -1.99 -3.22  -1.6540
C 2.77 -1.38 -3.88  -1.8672
C 4.40 0.44 -3.39  -1.5663
N 1.47 0.10 2.29  0.4927
C 2.30 1.21 2.20  -0.7945
C 1.77 2.19 2.93  -0.6769
N 0.59 1.73 3.48  0.4939
C 0.44 0.43 3.11  0.3012
S -0.80 -0.66 3.57  -0.1863
C -0.21 2.67 4.35  1.1264
C -0.52 3.90 3.50  -1.5052
C -1.53 2.11 4.86  -2.0550
C 0.67 3.02 5.55  -1.5581
C -0.10 -2.70 1.40  -0.3093
S -1.23 -1.43 1.07  -0.4439
H -3.66 -4.82 1.75  0.5003
H -3.01 -3.19 1.85  0.2928
H -2.46 -4.44 2.99  0.3925
H -2.89 -4.84 -0.76  0.4996
H -1.18 -4.64 -1.12  0.3608
H -2.15 -3.25 -0.60  0.2140
H -2.43 -6.65 0.80  0.4611
H -1.27 -6.51 2.11  0.4860
H -0.72 -6.56 0.42  0.4790
H 0.80 -5.76 1.89  0.5906
H 2.71 -3.87 2.43  0.6383
H 2.93 -1.55 2.72  -0.1584
H 4.70 -0.51 1.54  0.6910
H 5.64 -0.30 -1.02  0.6511
H 4.75 -2.99 -2.94  0.3774
H 5.98 -1.74 -2.65  0.4021
H 5.35 -2.00 -4.27  0.4434
H 2.45 -2.41 -3.68  0.4709
H 3.12 -1.34 -4.91  0.5783
H 1.93 -0.72 -3.78  0.2240
H 5.36 0.70 -2.94  0.4131
H 3.66 1.17 -3.08  0.2710
H 4.52 0.51 -4.47  0.5045
H 3.19 1.22 1.60  0.4425
H 2.11 3.20 3.08  0.6156
H -1.15 3.64 2.65  0.1887
H 0.38 4.40 3.13  0.3631
H -1.06 4.62 4.12  0.5563
H -2.19 1.81 4.04  0.3092
H -2.01 2.91 5.42  0.5528
H -1.40 1.27 5.53  0.4905
H 1.60 3.51 5.24  0.3902
H 0.92 2.12 6.12  0.3777
H 0.14 3.71 6.20  0.4357
N 0.59 0.90 -2.11  -0.1370
C 0.76 1.43 -3.13  0.0628
C 0.97 2.07 -4.34  0.7619
C 0.10 1.81 -5.43  -0.0518
N -0.61 1.62 -6.32  -0.5682
C 1.97 3.06 -4.42  -0.1735
N 2.79 3.88 -4.40  -0.5148
O -2.40 0.84 -0.88  -0.6263
C -2.86 1.22 0.24  -0.0970
O -2.12 1.30 1.25  -0.3759
H -3.92 1.48 0.31  0.4375
C -0.77 5.63 -4.60  -0.8148
C -1.54 5.36 -3.32  -0.6786
C -1.10 4.08 -2.62  -0.7484
N 0.30 4.21 -2.19  1.1401
C 0.81 3.88 -1.04  -0.7595
S -0.07 3.11 0.23  -0.0100
N 2.11 4.18 -0.77  0.3603
C 3.05 5.04 -1.40  0.0281
O 4.21 4.80 -1.24  -0.5994
C 2.53 6.25 -2.10  0.3787
C 1.50 7.00 -1.53  0.1106
C 1.09 8.18 -2.13  -0.6491
C 1.70 8.60 -3.31  -0.4251
C 2.73 7.85 -3.87  -0.7287
C 3.16 6.69 -3.26  -0.4417
H -1.18 6.49 -5.13  0.3824
H -0.81 4.77 -5.28  0.2441
H 0.29 5.86 -4.42  0.0638
H -2.61 5.26 -3.54  0.4184
H -1.44 6.20 -2.63  0.2740
H -1.16 3.24 -3.31  0.2835
H -1.69 3.85 -1.75  0.4848
H 0.94 4.57 -2.89  -0.5265
H 2.51 3.63 -0.03  0.1298
H 1.02 6.66 -0.61  0.4180
H 0.30 8.77 -1.69  0.4509
H 1.38 9.51 -3.78  0.4175
H 3.21 8.19 -4.78  0.4097
H 3.96 6.09 -3.68  0.4436

Multiplicity   5
Max |F|   0.65 eV/Å
Frontier orbital gap (spin up / spin down)   7.9 / 4.8 eV
⟨S²⟩   6.031
Net charge   +1

***

No. 5
ORCA calculation (ωB97M-V/def2-TZVPD) on C14H20F9O7Zr as an isolated structure.

Last column: Mulliken charge in e.
Positions of all 51 atoms, in Å:
Zr 18.82 30.03 -4.46  2.4266
C 15.82 26.83 -3.99  -0.9210
C 16.15 27.86 -5.04  -0.1532
O 17.10 28.86 -4.71  -0.3822
H 16.72 26.37 -3.58  0.1580
H 15.24 26.04 -4.46  0.4278
H 15.30 27.27 -3.14  0.3062
H 15.18 28.32 -5.28  0.1420
H 16.38 27.39 -6.00  0.3916
C 20.49 25.95 -1.25  -1.1611
C 19.39 25.84 -2.30  -0.2125
O 19.95 25.69 -3.62  -0.1614
C 20.25 26.71 -4.32  0.5783
O 19.93 27.88 -4.10  -0.5508
C 21.04 26.38 -5.63  0.7294
F 21.45 25.13 -5.59  -0.1768
F 20.22 26.58 -6.67  -0.2149
F 22.07 27.21 -5.76  -0.2181
H 21.14 25.07 -1.21  0.3580
H 20.02 26.03 -0.27  0.3949
H 21.09 26.84 -1.45  0.3085
H 18.76 26.73 -2.26  0.2342
H 18.78 24.96 -2.13  0.3651
C 13.70 30.97 -1.68  -1.4279
C 14.99 30.85 -2.46  0.2872
O 15.29 32.15 -3.04  -0.0689
C 16.34 32.39 -3.68  0.4507
O 17.29 31.60 -3.88  -0.6028
C 16.57 33.87 -4.08  0.7847
F 15.52 34.60 -3.81  -0.1702
F 17.62 34.28 -3.37  -0.2039
F 16.84 33.92 -5.37  -0.2170
H 13.24 30.01 -1.45  0.4156
H 12.98 31.58 -2.22  0.3822
H 13.88 31.57 -0.78  0.3920
H 14.79 30.15 -3.28  -0.0520
H 15.79 30.38 -1.90  0.2388
C 12.08 27.64 -5.00  -0.8195
C 11.51 29.01 -5.41  -0.3244
O 10.31 29.29 -4.71  -0.2914
C 9.25 28.51 -4.96  0.3845
O 9.17 27.68 -5.81  -0.4347
C 8.16 28.62 -3.87  0.8327
F 6.99 28.98 -4.39  -0.2190
F 8.00 27.46 -3.27  -0.2256
F 8.51 29.56 -2.99  -0.2325
H 12.45 27.66 -3.97  0.2009
H 12.90 27.40 -5.68  0.2093
H 11.36 26.82 -4.99  0.4456
H 11.42 29.11 -6.49  0.3656
H 12.25 29.76 -5.12  0.2317

Energy relative to the best compared isomer or geometry (same formula, charge and spin)   0.0 kJ/mol
Max |F|   8.61 eV/Å
Frontier orbital gap   1.5 eV
Net charge   +3

***

No. 6
ORCA calculation (ωB97M-V/def2-TZVPD) on one molecule with the formula C4H7NO.

Last column: Mulliken charge in e.
Positions of all 13 atoms, in Å:
C -1.61 -0.18 -0.16  -0.9854
N -0.25 0.04 -0.61  -0.1309
C 0.47 1.14 0.06  -0.4169
C 1.60 0.15 0.34  0.4332
O 2.71 0.23 0.80  -0.5343
C 0.74 -0.97 -0.21  -0.4128
H -2.03 -1.06 -0.65  0.3187
H -1.68 -0.31 0.94  0.3994
H -2.23 0.68 -0.44  0.3182
H 0.72 1.99 -0.58  0.2513
H -0.01 1.51 0.98  0.2543
H 0.39 -1.67 0.57  0.2555
H 1.17 -1.55 -1.04  0.2498

Energy relative to the best compared isomer or geometry (same formula, charge and spin)   190.0 kJ/mol
Max |F|   0.60 eV/Å
Frontier orbital gap   10.2 eV
Net charge   0
SMILES string   CN1CC(=O)C1

***

No. 7
ORCA calculation (ωB97M-V/def2-TZVPD) on C51H16Cl6F9KN6O3S2 as an isolated structure.

Last column: Mulliken charge in e.
Positions of all 94 atoms, in Å:
K 0.65 0.77 -2.30  0.6702
Cl 7.57 -0.97 -0.74  -0.1894
C 6.09 -1.30 -1.57  0.2578
C 5.47 -2.53 -1.30  0.0795
Cl 6.18 -3.64 -0.15  -0.1492
C 4.42 -2.91 -2.05  0.4899
Cl 3.57 -4.44 -1.80  -0.1140
C 3.94 -2.06 -3.15  -0.2069
O 3.01 -2.38 -3.82  -0.6401
C 4.57 -0.78 -3.31  0.8030
Cl 3.80 0.41 -4.30  -0.0997
C 5.69 -0.51 -2.66  -0.0439
Cl 6.62 0.94 -2.94  -0.1897
S -0.62 -5.24 -2.26  -0.0185
C -1.63 -6.57 -2.47  -0.4352
C -2.67 -6.58 -1.58  -0.8158
C -2.69 -5.42 -0.76  -0.4836
C -1.60 -4.61 -0.97  -0.4658
C -1.18 -3.35 -0.31  1.4187
C -0.78 -2.26 -1.15  -1.7409
N -0.42 -1.13 -0.62  1.3336
C -0.31 -0.99 0.72  -0.6007
C -0.52 -2.08 1.61  1.6173
C -0.25 -1.96 3.00  -0.9448
C 0.16 -0.77 3.51  -0.8682
C 0.36 0.36 2.65  1.0018
C 0.93 1.55 3.16  -1.1358
C 1.33 2.53 2.28  0.7312
C 0.97 2.39 0.90  -1.4154
N 0.35 1.35 0.43  0.2302
C 0.15 0.32 1.29  -0.6940
C 2.12 3.69 2.67  0.3428
C 2.21 4.24 3.93  -0.6459
C 3.23 5.21 4.02  -0.4736
C 3.88 5.40 2.85  -0.5608
S 3.25 4.42 1.55  0.0900
C -1.07 -3.26 1.04  -0.8726
H -1.40 -7.31 -3.25  0.3602
H -3.39 -7.32 -1.65  0.4478
H -3.40 -5.13 0.02  0.5226
H -0.83 -2.43 -2.21  0.5810
H -0.39 -2.86 3.63  0.3730
H 0.36 -0.60 4.53  0.5268
H 1.14 1.59 4.20  0.3822
H 1.09 3.25 0.24  0.6133
H 1.57 3.95 4.75  0.4837
H 3.60 5.71 4.96  0.2782
H 4.63 6.11 2.63  0.4846
H -1.31 -4.15 1.61  0.5172
F -5.63 2.16 -2.33  -0.4315
C -5.33 1.07 -1.61  -0.3489
C -5.98 0.87 -0.42  0.5706
F -6.87 1.84 -0.05  -0.3614
C -5.77 -0.29 0.38  -0.1007
C -4.87 -1.23 -0.15  0.7896
C -4.23 -1.09 -1.33  0.3206
F -3.39 -2.01 -1.70  -0.2695
C -4.41 0.09 -2.14  0.3640
C -3.65 0.32 -3.33  1.2115
C -2.58 -0.50 -3.72  -0.0358
N -1.77 -1.21 -4.16  -0.7445
C -3.93 1.41 -4.21  -0.1164
N -4.05 2.27 -4.95  -0.6839
F -4.65 -2.38 0.55  -0.3521
C -6.54 -0.51 1.57  0.5457
C -6.49 -1.61 2.48  0.0673
N -6.45 -2.42 3.29  -0.6581
C -7.65 0.35 1.91  -0.0587
N -8.60 0.95 2.13  -0.6602
F -3.30 3.18 -0.71  -0.3698
C -2.34 3.80 -1.47  -0.0821
C -1.29 3.10 -1.98  -0.7069
C -0.47 3.91 -2.67  1.1979
F 0.56 3.30 -3.42  -0.4182
C -0.49 5.30 -2.80  -0.0765
F 0.35 6.05 -3.54  -0.3435
C -1.59 5.90 -2.23  0.7127
F -1.78 7.21 -2.41  -0.3689
C -2.57 5.16 -1.54  -0.1537
F -3.60 5.86 -1.02  -0.3444
Cl 3.71 -2.25 5.15  -0.3010
C 3.73 -1.45 3.57  0.4663
C 3.60 -2.25 2.44  -1.2814
C 3.47 -1.62 1.22  0.6225
C 3.59 -0.29 1.07  0.2064
C 3.83 0.48 2.22  -0.5354
C 3.87 -0.07 3.48  -1.0457
C 3.46 0.39 -0.33  0.2229
O 3.78 1.56 -0.56  -0.9029
O 2.95 -0.46 -1.12  -0.8363
H 3.44 -3.30 2.65  0.3762
H 3.41 -2.26 0.38  0.7376
H 4.01 1.54 2.18  0.7306
H 4.02 0.52 4.35  0.6142

Energy relative to the best compared isomer or geometry (same formula, charge and spin)   159.4 kJ/mol
Max |F|   3.39 eV/Å
Frontier orbital gap (spin up / spin down)   5.6 / 4.1 eV
Net charge   -2

***

No. 8
ORCA calculation (ωB97M-V/def2-TZVPD) on a 5-piece molecular cluster, C50H63F3N2O21PS3 overall.

Last column: Mulliken charge in e.
Positions of all 143 atoms, in Å:
C 0.58 2.23 1.14  -0.2114
C 0.80 1.05 1.22  -2.1896
C 1.16 -0.36 1.33  3.6530
C 0.33 -1.08 2.44  -1.7678
C -1.17 -0.91 2.24  -0.1271
C -1.98 -1.04 3.54  -0.4274
C -3.36 -0.42 3.42  -1.6914
N -4.26 -0.96 2.37  0.2181
C -4.23 -0.19 1.11  -0.9204
C -5.50 -0.34 0.26  -0.3821
C -5.82 0.92 -0.57  -0.2914
C -7.31 0.91 -0.93  -1.3718
C -4.24 -2.34 2.26  0.0135
S -4.52 -3.29 3.57  -0.2968
S -3.95 -3.02 0.65  0.1179
C -3.69 -4.79 0.90  -0.8392
C -4.38 -5.55 -0.25  -0.3462
C -4.07 -4.97 -1.64  -1.0169
C 0.85 -1.15 0.03  -4.5634
C 1.66 -0.74 -1.21  4.5002
C 1.43 -1.87 -2.27  -1.7891
C 1.07 0.57 -1.80  -2.2642
O -0.32 0.65 -1.63  -0.2920
C -1.11 0.39 -2.78  -0.6485
C 3.17 -0.67 -0.91  -0.5690
C 3.91 0.33 -1.81  -1.7210
O 3.75 -0.07 -3.14  -0.3374
C 3.84 1.01 -4.07  -0.8772
N 3.61 -0.37 0.51  0.3041
P 5.16 -1.31 1.06  0.5077
C 4.68 -3.01 0.57  -1.0766
O 6.27 -0.90 -0.05  -0.4744
C 2.64 -0.58 1.63  -1.8818
S 3.23 0.38 3.09  1.5841
O 4.28 1.26 2.65  -0.9694
O 2.14 0.97 3.79  -0.6491
C 3.99 -0.84 4.32  0.8525
F 5.29 -0.96 4.17  -0.1606
F 3.74 -0.32 5.51  -0.1880
F 3.38 -2.03 4.22  -0.2180
H 0.43 3.28 1.06  0.5652
H 0.63 -0.77 3.44  0.5837
H 0.58 -2.14 2.36  0.6317
H -1.51 -1.70 1.57  -0.0404
H -1.43 0.04 1.76  0.4106
H -1.45 -0.47 4.31  0.5849
H -2.01 -2.07 3.89  0.1959
H -3.89 -0.48 4.37  0.3239
H -3.23 0.65 3.22  0.5890
H -4.12 0.86 1.37  0.5496
H -3.36 -0.45 0.49  0.2417
H -6.35 -0.54 0.91  0.3273
H -5.38 -1.15 -0.46  0.1774
H -5.25 0.92 -1.50  0.1790
H -5.55 1.83 -0.01  0.4277
H -7.55 1.65 -1.70  0.3803
H -7.55 -0.08 -1.30  0.2963
H -7.90 1.07 -0.03  0.4130
H -2.62 -4.97 0.85  0.3092
H -4.10 -5.10 1.86  0.5489
H -4.10 -6.60 -0.21  0.4160
H -5.45 -5.46 -0.10  0.2362
H -3.06 -4.56 -1.71  0.3495
H -4.17 -5.74 -2.41  0.2764
H -4.79 -4.19 -1.90  0.2347
H -0.21 -1.15 -0.18  0.9021
H 1.12 -2.19 0.26  0.6992
H 0.84 -2.69 -1.86  0.4338
H 2.36 -2.23 -2.71  0.4321
H 0.84 -1.48 -3.11  0.3854
H 1.35 0.69 -2.85  0.9319
H 1.49 1.43 -1.26  0.1537
H -0.64 0.75 -3.70  0.3206
H -2.06 0.91 -2.66  0.2073
H -1.34 -0.68 -2.86  0.2366
H 3.60 -1.64 -1.18  0.5010
H 4.99 0.31 -1.57  0.8718
H 3.59 1.36 -1.62  0.4388
H 4.89 1.27 -4.24  0.3073
H 3.41 0.67 -5.00  0.2867
H 3.27 1.88 -3.73  0.3806
H 3.90 0.62 0.54  0.7118
H 5.09 -3.31 -0.40  0.4321
H 5.02 -3.70 1.34  0.3885
H 3.59 -3.10 0.49  0.2367
H 6.50 -1.65 -0.62  0.3844
H 2.72 -1.63 1.93  0.7846
C -9.13 -0.56 -6.45  -0.9759
C -8.61 -0.57 -5.22  0.3641
C -9.43 -0.93 -4.01  0.9784
O -8.86 -0.93 -2.93  -0.5453
C -10.83 -1.25 -4.19  -1.0881
C -11.36 -1.24 -5.43  0.3778
C -10.53 -0.90 -6.64  1.0472
O -11.08 -0.93 -7.73  -0.6168
O -12.62 -1.52 -5.69  -0.5747
O -7.35 -0.27 -4.95  -0.5984
H -8.55 -0.30 -7.33  0.4371
H -11.42 -1.50 -3.32  0.4607
H -12.73 -1.44 -6.65  0.3720
H -7.25 -0.36 -3.98  0.3005
C 5.49 5.31 5.43  -0.8594
C 5.49 4.33 4.52  0.2865
C 6.66 4.11 3.59  1.1206
O 6.59 3.19 2.80  -0.5514
C 7.80 5.00 3.69  -1.1135
C 7.80 5.98 4.60  0.1277
C 6.64 6.19 5.54  1.1625
O 6.73 7.10 6.35  -0.6127
O 8.80 6.84 4.75  -0.4631
O 4.47 3.49 4.36  -0.4302
H 4.66 5.48 6.10  0.4566
H 8.63 4.84 3.01  0.4389
H 8.53 7.44 5.48  0.3621
H 4.70 2.86 3.65  0.2957
C -8.12 -7.86 -5.91  -1.0942
C -7.51 -9.01 -5.59  0.3829
C -6.70 -9.16 -4.33  1.0391
O -6.20 -10.25 -4.11  -0.6111
C -6.57 -8.01 -3.45  -0.8858
C -7.17 -6.86 -3.78  0.1807
C -8.00 -6.72 -5.03  1.0293
O -8.52 -5.64 -5.23  -0.5980
O -7.10 -5.76 -3.04  -0.4734
O -7.57 -10.10 -6.34  -0.5610
H -8.70 -7.75 -6.82  0.4230
H -5.97 -8.12 -2.55  0.4997
H -7.64 -5.09 -3.51  0.3135
H -7.05 -10.79 -5.87  0.3698
C 13.60 10.96 4.22  -1.0148
C 14.08 9.80 3.73  0.3841
C 13.18 8.64 3.42  1.0272
O 13.69 7.63 2.97  -0.6248
C 11.76 8.78 3.68  -0.9938
C 11.28 9.93 4.16  0.3251
C 12.18 11.10 4.46  0.9734
O 11.65 12.11 4.88  -0.6215
O 9.99 10.13 4.42  -0.5443
O 15.37 9.59 3.49  -0.5607
H 14.24 11.80 4.45  0.4196
H 11.11 7.94 3.46  0.4956
H 9.92 11.04 4.76  0.3661
H 15.43 8.68 3.14  0.3692

Max |F|   1.79 eV/Å
Frontier orbital gap   7.1 eV
Net charge   +1